# C5H11N

One molecule with the formula C5H11N in a non-equilibrium geometry (wB97M-V/def2-TZVPD, the OMol25 dataset).

Atoms and positions in Å:
C 0.93396 -1.45439 2.25488
C 0.75130 -1.11719 1.00999
C -0.38777 -0.16072 0.54864
C -0.09834 0.60824 -0.72615
C -0.38292 -0.08860 -2.04457
N -0.62863 1.98078 -0.60453
H 1.78012 -2.14850 2.55816
H 0.48911 -1.27544 3.17143
H 1.27609 -1.55563 0.04676
H -1.11644 -1.09091 0.32886
H -0.89640 0.45466 1.31112
H 1.02224 0.62862 -0.60513
H 0.33554 0.34873 -2.79783
H -0.17384 -1.16403 -1.99169
H -1.39130 0.07746 -2.43984
H -1.56430 2.30486 -0.36322
H -0.25785 2.83067 -1.24361

gap between HOMO and LUMO	0.368	Eh
total energy	-251.76894	Ha
SMILES	C=CC[C@@H](C)N
ΔE to the lowest compared entry with this formula, charge and spin	2.547	eV
LUMO energy	1.17	eV
largest force on an atom	4.7	eV Å⁻¹
HOMO level	-0.3245	Eh
2S+1	1


# C7H14N2

A 2-piece molecular cluster, C7H14N2 overall in a non-equilibrium geometry (wB97M-V/def2-TZVPD, the OMol25 dataset).

Atoms and positions in Å:
C -1.06346 -0.16960 2.50292
C -1.64885 0.79508 1.48401
C -0.87063 1.26821 0.28306
C 0.41293 1.64501 -0.02739
N 0.38556 2.15314 -1.34734
C -0.94569 1.92775 -1.78378
N -1.73317 1.33490 -0.84662
H -1.20164 0.32899 3.38248
H -0.00529 -0.21723 2.42860
H -1.41450 -1.25155 2.39217
H -2.54344 0.14726 1.18118
H -2.18996 1.58630 1.99940
H 1.25493 1.80070 0.64489
H 1.15375 2.68080 -1.79007
H -1.21070 2.20475 -2.83167
C 1.82043 -2.32504 -0.26376
C 1.10816 -1.83520 -1.57638
H 2.88445 -2.72409 -0.49584
H 1.80088 -1.44279 0.26847
H 1.16666 -2.97376 0.29080
H 0.07614 -1.36060 -1.36950
H 1.10408 -2.52590 -2.32948
H 1.65937 -1.04714 -2.19615

gap between HOMO and LUMO	0.349	Eh
total energy	-384.55939	Ha
SMILES	CCc1c[nH]cn1.CC
ΔE to the lowest compared entry with this formula, charge and spin	1.973	eV
LUMO energy	0.84	eV
largest force on an atom	4.5	eV Å⁻¹
HOMO level	-0.3184	Eh
2S+1	1


# C15H15ClNOTi

C15H15ClNOTi as an isolated structure in a non-equilibrium geometry (wB97M-V/def2-TZVPD, the OMol25 dataset).

Atoms and positions in Å:
C 1.76211 -1.53781 0.40136
C 1.86040 -1.70009 -1.02866
C 0.52991 -1.91469 -1.53173
H 2.77928 -1.86450 -1.60688
C -0.34123 -2.13022 -0.40611
C 0.40198 -1.84910 0.77828
H 0.11190 -2.24098 1.75500
H 2.57896 -1.52004 1.09031
H 0.31782 -2.03353 -2.58620
H -1.29186 -2.64288 -0.33870
Ti 0.83400 0.19141 -0.56324
Cl 2.64837 1.35927 -0.38497
C 0.99393 1.94763 -2.84592
C -0.24129 1.27406 -3.12104
C 0.07802 0.01248 -3.72385
H -1.22578 1.75101 -3.14206
C 1.49949 -0.09711 -3.79909
C 2.06514 1.09793 -3.26389
H 3.11341 1.38866 -3.33612
H 1.11020 2.99166 -2.55414
H -0.62035 -0.61142 -4.28795
H 2.04590 -0.82239 -4.41067
O -0.26724 0.69792 0.89751
N -0.98248 0.69738 2.12610
C -2.29991 0.99806 2.02279
C -3.06467 1.13688 3.17686
C -2.56744 0.82084 4.44059
C -1.23367 0.35868 4.47848
C -0.45812 0.34442 3.33659
H -2.69621 1.26193 1.02884
H -4.08769 1.45813 3.23466
H -3.10625 1.12335 5.35524
H -0.77080 0.20519 5.40099
H 0.52417 -0.15213 3.40764

gap between HOMO and LUMO (spin up / spin down)	0.122 / 0.188	Eh
total energy	-2020.05865	Ha
expectation value of S²	3.77
ΔE to the lowest compared entry with this formula, charge and spin	1.739	eV
LUMO energy (spin up / spin down)	5.29 / 5.19	eV
net charge	-2
largest force on an atom	4.2	eV Å⁻¹
HOMO level (spin up / spin down)	0.0724 / 0.0026	Eh
2S+1	4


# C4H15Br2MnNO3

C4H15Br2MnNO3 as an isolated structure in a non-equilibrium geometry (wB97M-V/def2-TZVPD, the OMol25 dataset).

Atoms and positions in Å:
Mn -0.06055 1.65744 -0.07635
Br -1.20719 4.03751 -0.27000
Br 2.20815 2.12613 1.25986
C -1.69978 -1.72739 0.55049
C -0.85452 -0.86744 1.50015
C 0.60316 -1.08411 1.20565
O 0.82919 -0.53501 -0.10737
C 2.07074 -0.92818 -0.63812
N -1.23397 0.59963 1.42137
H -1.51012 -2.77185 0.79053
H -1.43665 -1.52302 -0.48664
H -2.77507 -1.54942 0.63357
H -1.13299 -1.28143 2.47762
H 0.86036 -2.14591 1.13389
H 1.29356 -0.63735 1.92613
H 2.53916 -0.12761 -1.20545
H 1.96972 -1.85313 -1.20969
H 2.81663 -1.11569 0.14277
H -2.24263 0.48753 1.54400
H -0.95518 0.92806 2.35247
O -1.41174 0.97013 -1.60964
H -1.40556 1.46923 -2.44050
H -1.59594 0.05268 -1.85234
O 1.17274 1.86908 -2.07693
H 1.45273 1.27818 -2.78617
H 1.70575 2.67192 -2.17930

gap between HOMO and LUMO (spin up / spin down)	0.281 / 0.288	Eh
total energy	-6741.01683	Ha
expectation value of S²	8.75
ΔE to the lowest compared entry with this formula, charge and spin	0.492	eV
LUMO energy (spin up / spin down)	-0.20 / -0.22	eV
largest force on an atom	2.7	eV Å⁻¹
HOMO level (spin up / spin down)	-0.2882 / -0.2958	Eh
2S+1	6


# C2H7N2O

A 2-piece molecular cluster, C2H7N2O overall in a non-equilibrium geometry (wB97M-V/def2-TZVPD, the OMol25 dataset).

Atoms and positions in Å:
C 0.75885 0.67170 -0.06230
C -1.56440 -1.44290 0.13892
N 1.65084 0.23628 0.76715
N 0.59077 1.80816 -0.69597
O -1.13975 -0.46013 -0.78641
H -2.22921 -2.04843 -0.49759
H -2.27794 -0.96470 0.91756
H -0.72283 -2.17113 0.35798
H 2.59056 0.62461 0.87919
H 1.38686 -0.78155 1.02414
H 1.05668 2.67017 -0.57570
H -0.10042 1.85793 -1.46698

gap between HOMO and LUMO (spin up / spin down)	0.332 / 0.336	Eh
total energy	-264.74057	Ha
ΔE to the lowest compared entry with this formula, charge and spin	5.187	eV
LUMO energy (spin up / spin down)	-6.20 / -5.54	eV
net charge	+1
largest force on an atom	3.1	eV Å⁻¹
HOMO level (spin up / spin down)	-0.5601 / -0.5399	Eh
2S+1	1


# C20H68BCl2IO15P

A 14-piece molecular cluster, C20H68BCl2IO15P overall in a non-equilibrium geometry (wB97M-V/def2-TZVPD, the OMol25 dataset).

Atoms and positions in Å:
C -2.36355 -3.47573 0.19289
O -2.15150 -4.04357 -1.12733
B -2.95652 -3.47475 -2.11114
O -4.03208 -4.18938 -2.66574
P -2.60938 -1.70329 -2.82478
C -3.70291 -0.37921 -2.12159
C -5.05713 -0.35351 -2.93145
C -6.13027 0.51791 -2.21768
I -7.55305 -0.69487 -1.08733
C -0.76918 -1.37216 -2.72794
Cl -0.09176 -1.15053 -4.40544
C -0.34578 -0.20761 -1.78144
C -0.51164 1.21746 -2.40947
Cl -1.07932 -0.33055 -0.12002
H -1.37960 -3.12037 0.56047
H -3.07099 -2.61938 0.16066
H -2.69958 -4.27156 0.88232
H -4.72814 -4.30213 -2.00646
H -2.92298 -1.79048 -4.21819
H -3.96233 -0.63292 -1.07145
H -3.27094 0.64073 -2.11346
H -5.46780 -1.38490 -3.01124
H -4.85847 0.02903 -3.95495
H -5.70669 1.24717 -1.50364
H -6.73657 1.09132 -2.94479
H -0.28331 -2.29476 -2.33712
H 0.74736 -0.32158 -1.61941
H -0.31003 1.97103 -1.63284
H -1.46778 1.34717 -2.94487
H 0.28721 1.29225 -3.17979
C 0.99781 -1.01086 3.36001
O 1.26466 -0.68032 1.99146
H 1.94416 -1.14449 3.87786
H 0.43801 -0.19936 3.83440
H 0.42871 -1.93354 3.41497
H 0.42002 -0.56609 1.54875
C -0.09532 1.77402 -6.94502
O -0.37263 2.37971 -5.68627
H 0.04163 2.55896 -7.68476
H 0.81945 1.17872 -6.87740
H -0.93413 1.13898 -7.24348
H -0.48936 1.67034 -5.05114
C -7.29259 -2.85719 2.61571
O -6.38305 -3.32497 1.62117
H -7.38652 -1.77764 2.51601
H -8.27348 -3.31726 2.47469
H -6.91449 -3.09380 3.61289
H -6.31276 -4.27656 1.72391
C 3.49227 -2.23531 -3.17736
O 2.52995 -3.28861 -3.17293
H 4.48109 -2.66682 -3.04878
H 3.45356 -1.70228 -4.13043
H 3.29261 -1.54346 -2.35363
H 1.66861 -2.88639 -3.28764
C -3.36904 3.91615 -0.58263
O -3.02638 2.64926 -1.16286
H -4.19686 4.34581 -1.14265
H -3.66991 3.77834 0.45662
H -2.51150 4.58961 -0.63515
H -2.29662 2.29163 -0.65227
C 3.77027 1.64780 1.25946
O 4.14844 0.27818 1.25931
H 4.62813 2.24223 0.95001
H 2.94710 1.81009 0.55689
H 3.46596 1.95195 2.26423
H 3.38017 -0.23005 1.53552
C 1.12277 -4.54295 5.68043
O 0.98426 -3.73473 4.51105
H 1.40200 -3.90329 6.51450
H 0.17466 -5.03801 5.90709
H 1.90347 -5.28917 5.52182
H 0.73991 -4.31826 3.78921
C -5.06561 7.46773 -2.23737
O -4.97250 6.09098 -2.59816
H -5.33269 7.53223 -1.18450
H -4.10489 7.96352 -2.39405
H -5.83623 7.96159 -2.83386
H -4.73613 6.05627 -3.52751
C 6.47416 -2.19807 -5.45936
O 6.47724 -1.21980 -4.42530
H 6.34620 -1.69660 -6.41635
H 7.42412 -2.73779 -5.46024
H 5.64834 -2.89949 -5.30752
H 6.59250 -1.68637 -3.59480
C 7.40867 1.73630 -0.08784
O 7.51765 1.83791 1.32623
H 8.20369 2.32252 -0.54416
H 7.51143 0.69180 -0.39329
H 6.44170 2.12749 -0.41618
H 6.80702 1.31225 1.70518
C -4.70018 5.64117 2.97181
O -4.40185 5.98383 1.62135
H -3.76345 5.53084 3.51418
H -5.29346 6.43078 3.43869
H -5.25004 4.69648 3.00870
H -5.23867 6.07712 1.16049
C 4.47209 -2.50784 5.69172
O 4.65895 -3.90692 5.87974
H 3.41001 -2.28261 5.78224
H 5.02593 -1.95651 6.45339
H 4.81938 -2.21884 4.69526
H 5.59884 -4.07975 5.79487
C 6.91174 0.32328 7.16580
O 7.10776 -1.07481 7.35593
H 5.84881 0.53807 7.25944
H 7.45937 0.88690 7.92495
H 7.25144 0.61978 6.16998
H 8.04827 -1.24471 7.27021

gap between HOMO and LUMO	0.271	Eh
total energy	-3515.24576	Ha
LUMO energy	-3.97	eV
net charge	+1
largest force on an atom	3.3	eV Å⁻¹
HOMO level	-0.4166	Eh
2S+1	1


Question: Number 2 is which compound?
Answer: C7H14N2